[1]
Here is a 2-piece molecular cluster, C8H13N4 overall from the OMol25 dataset. Energies are from ωB97M-V with the def2-TZVPD basis set.

Structure (XYZ):
```
25
Properties=species:S:1:pos:R:3:forces:R:3
C -2.408059 -0.465564 2.522033 0.4582 0.6382 0.0228
C -3.078871 -1.661524 0.717083 -0.1118 -0.0803 0.2055
C -1.627470 0.343222 1.741611 -0.2652 -0.1252 0.3866
C -2.302203 -0.868796 -0.160731 0.1226 0.3565 -0.0922
C -0.665590 0.864125 -0.384781 4.8500 0.1152 1.3019
C 1.782548 -0.816851 0.331639 0.2519 -0.2040 0.1254
C 2.230314 1.498117 -0.657060 0.1091 0.2037 -0.0596
C 1.596277 0.649459 0.358849 -2.8869 -0.0604 -0.8672
N -3.128200 -1.465204 2.004254 -0.1999 -0.3590 -0.4168
N -0.721627 1.670921 -1.300663 -0.5294 0.8977 -1.0289
N -1.580348 0.148802 0.391584 -1.8331 -1.1006 0.2297
N -2.260257 -1.074358 -1.482881 0.1829 0.1685 0.1073
H -2.476545 -0.323363 3.589433 0.0981 0.1272 0.0402
H -3.681764 -2.464328 0.315431 0.0074 -0.0800 -0.1536
H -1.045680 1.168166 2.125081 0.0681 -0.0484 -0.0466
H 2.774156 -1.041132 0.738471 0.0695 -0.0616 0.0536
H 1.759857 -1.210514 -0.681999 -0.0337 0.0015 -0.0372
H 1.063794 -1.344001 0.956829 -0.0303 -0.0222 0.0295
H 3.280616 1.645600 -0.382079 0.0524 -0.0040 0.0328
H 1.768841 2.481320 -0.703300 -0.0196 0.0404 -0.0417
H 2.206945 1.038049 -1.641727 -0.0142 -0.0209 -0.0516
H 1.399546 1.096080 1.325229 0.1393 0.0454 0.1057
H -1.583057 2.063179 -1.681391 -0.3655 -0.2712 0.1254
H -2.766201 -1.842087 -1.889034 0.0162 -0.0386 0.0097
H -1.652220 -0.525891 -2.075060 -0.1361 -0.1179 0.0191
```
Forces are in eV/Å.

Values from the calculation:
Net charge: +1
Gap between HOMO and LUMO (spin up / spin down): 7.2 / 7.2 eV
Electronic energy: -531.311456 hartree
Molar mass: 165.2 g mol⁻¹
Strongest force on any atom: 5.0 eV/A

Here are the natural (NBO) charges for atoms 1 to 2, given in e:
1 C -0.034
2 C -0.001

---

[2]
Here is one molecule with the formula C8H13NO from the OMol25 dataset. Energies are from ωB97M-V with the def2-TZVPD basis set.

Structure (XYZ):
```
23
Properties=species:S:1:pos:R:3:forces:R:3
C -2.641891 0.517961 0.281947 3.0746 -0.8607 1.1674
C -1.350636 -0.052553 -0.219258 0.9125 -1.4326 -2.3255
C -1.453275 -0.979991 -1.501358 3.9432 -0.1573 4.0227
C -0.160823 0.177938 0.379560 -0.0404 -0.5820 -0.4413
C -0.099657 0.810063 1.704735 0.9784 1.7835 2.3664
C 1.139291 -0.420603 0.077179 0.6998 -1.3033 0.2782
C 1.900361 -0.617867 -1.001359 1.8886 -1.2139 -2.4216
C 3.046545 -1.628513 -1.050042 1.5943 -1.7118 -1.2363
N 1.554902 0.017729 -2.253437 -1.5126 1.4093 -0.3863
O 2.238266 -0.003915 -3.264930 0.1714 -1.0342 2.0745
H -2.785631 1.406096 -0.232040 -0.7491 1.8708 -0.8266
H -2.409375 0.688706 1.319749 -0.8875 0.4958 0.5095
H -3.407696 -0.167310 0.157585 -1.6911 -1.1364 -0.2535
H -1.583177 -0.416368 -2.337907 -0.8348 1.3405 -2.4851
H -2.124028 -1.757045 -1.294297 -1.4770 -0.8553 -0.1112
H -0.431441 -1.487324 -1.584979 -1.4356 0.6500 -0.1604
H -0.843303 0.314265 2.369803 0.6389 0.6380 -0.0400
H -0.274083 1.923293 1.678712 -0.2123 -1.0406 0.0452
H 0.951141 0.760355 2.195693 -1.7909 -0.2504 -0.8233
H 1.676986 -0.923173 0.931467 -1.0587 0.6535 -0.4292
H 3.252926 -2.182596 -0.073841 -0.4182 0.9657 -1.2141
H 4.050957 -1.250289 -1.469266 -1.5479 0.0071 0.9365
H 2.870764 -2.481084 -1.867401 -0.2456 1.7643 1.7541
```
Forces are in eV/Å.

Values from the calculation:
Net charge: 0
Gap between HOMO and LUMO (spin up / spin down): 7.9 / 7.9 eV
Structure (SMILES): CC(C)=C(C)/C=C(/C)N=O
Electronic energy: -442.453088 hartree
Molar mass: 139.2 g mol⁻¹
Strongest force on any atom: 5.6 eV/A

Here are the natural (NBO) charges for atoms 1 to 2, given in e:
1 C -0.651
2 C 0.141

---

[3]
Here is a 2-piece molecular cluster, C8H13NO2PS2 overall from the OMol25 dataset. Energies are from ωB97M-V with the def2-TZVPD basis set.

Structure (XYZ):
```
27
Properties=species:S:1:pos:R:3:forces:R:3
C 2.905932 -1.623933 0.460805 1.9957 -1.1585 1.5089
C 1.733973 -2.252824 0.162191 2.9263 -4.3491 -0.9108
C 2.792836 -0.330438 0.870624 5.7437 1.1951 -0.1103
C 0.585936 -1.643374 -0.022385 -3.1517 1.0471 1.0310
C 1.722200 0.385070 0.623744 -3.7289 3.4042 -0.3904
C 0.506484 -0.238786 0.236392 0.5103 -0.5280 -0.5126
C -0.834897 1.889974 -0.022325 0.5287 5.0014 -0.0737
C -0.687410 0.482199 0.063683 -0.1471 -1.8703 0.5506
N 0.076109 2.676010 -0.908693 1.4401 -1.3492 -1.6240
O -0.585398 0.244436 -2.201832 -2.8852 -1.1553 0.0950
O -2.028811 -1.567122 1.394168 -0.0869 -0.4510 -2.2819
P -2.266500 -0.418530 0.298994 -1.7506 -1.2030 -0.6834
S -2.917382 -1.229043 -1.312747 -0.1052 0.2655 0.3292
S -3.537810 0.943954 1.330312 0.7853 0.3665 -0.5024
H 3.911441 -2.190348 0.561147 -1.9584 1.0431 -0.3418
H 1.889485 -3.343851 0.028178 -0.8574 0.7008 -0.1609
H 3.767151 0.205702 1.073858 -1.3255 -0.5265 0.2450
H -0.274378 -2.296263 -0.168886 -0.0429 0.6426 -0.4134
H 1.707061 1.508037 0.720365 0.2508 -1.4518 0.3451
H -1.816576 2.282414 -0.373629 0.2231 -0.9381 0.5740
H -0.703844 2.398982 1.035755 -0.3293 -1.3020 -1.5790
H 1.070947 2.333412 -0.813369 -1.4904 0.7763 -0.1533
H -1.191895 -0.075469 -2.923566 1.1680 0.5348 0.8472
H -0.139681 2.506840 -1.958912 0.0540 0.3928 2.5614
H 0.238938 0.567021 -2.458498 1.9767 0.5757 -1.4528
H -1.902815 -1.184246 2.220946 0.4886 0.8013 2.8829
H -4.021102 -0.029836 2.083678 -0.2319 -0.4646 0.2203
```
Forces are in eV/Å.

Values from the calculation:
Net charge: +1
Gap between HOMO and LUMO (spin up / spin down): 6.3 / 6.3 eV
Electronic energy: -1655.295529 hartree
Molar mass: 250.3 g mol⁻¹
Strongest force on any atom: 5.9 eV/A

Here are the natural (NBO) charges for atoms 1 to 2, given in e:
1 C -0.043
2 C -0.247

---

[4]
Here is one molecule with the formula C8H13NO4 from the OMol25 dataset. Energies are from ωB97M-V with the def2-TZVPD basis set.

Structure (XYZ):
```
26
Properties=species:S:1:pos:R:3:forces:R:3
C 0.990691 2.097045 -0.194724 -1.4663 -0.1208 1.9197
C 3.285823 -0.433154 -0.243828 0.3343 0.1336 1.2801
C 2.614574 0.656779 0.437153 3.9747 -0.2922 1.0904
C 0.377785 0.838380 0.441084 -1.0859 0.9682 -3.4786
C -1.881252 1.413879 -1.262772 0.2624 -0.3959 1.2638
C -0.026831 -1.617103 0.170046 -1.1544 0.0439 -3.3347
C -1.700911 0.014991 -0.652690 1.4547 0.4381 -2.4287
C -0.187315 -0.230515 -0.504344 1.2712 0.3270 0.1512
N -0.262819 0.895054 1.602154 -0.4080 -0.8122 0.7524
O 3.052317 -0.759131 -1.364833 0.0967 -0.5340 -1.0894
O 0.483875 3.176589 -0.423961 1.5957 -1.6377 0.1475
O 4.193976 -1.155743 0.549593 -0.7110 0.0337 -1.0093
O 2.356574 1.807319 -0.285646 -0.6166 -0.4820 0.4566
H 2.936455 0.620302 1.543223 -1.3740 1.1195 -1.4365
H -2.662651 1.451255 -1.983261 -0.3391 -0.0295 -0.9381
H -0.881176 1.672863 -1.616865 -0.7934 0.4493 -0.6486
H -2.161702 2.149049 -0.511779 0.2130 0.0982 0.1757
H -0.670299 -2.318842 -0.452708 0.8758 0.4495 1.1905
H -0.370829 -1.494001 1.139127 -1.2147 -0.2460 1.8673
H 0.943865 -1.996329 0.300367 1.4898 -0.4282 -0.4271
H -2.220580 -0.174319 0.237325 -0.8884 -0.2103 1.2639
H -1.952269 -0.746467 -1.384470 -0.6525 -0.1430 -0.0483
H 0.273291 -0.057065 -1.550327 -0.4438 -0.8544 1.7099
H 4.400679 -0.733921 1.387455 -0.1359 0.2502 0.0035
H -0.983732 0.222671 1.792127 -0.1263 0.1909 0.2074
H -0.223224 1.705491 2.124502 -0.1580 1.6843 1.3593
```
Forces are in eV/Å.

Values from the calculation:
Net charge: 0
Gap between HOMO and LUMO (spin up / spin down): 6.6 / 8.6 eV
Electronic energy: -668.181826 hartree
2S+1: 3
Expectation value of S²: 2.01
Molar mass: 187.2 g mol⁻¹
Strongest force on any atom: 4.1 eV/A

Here are the natural (NBO) charges for atoms 1 to 2, given in e:
1 C 0.747
2 C 0.632